Entry 1:
C21H23N3O5S | ωB97M-V/def2-TZVPD

XYZ file:
```
53
Properties=species:S:1:pos:R:3:mulliken_charge:R:1
C 5.4434 0.4188 0.7472 -1.54
C 4.0051 0.8032 0.6051 1.18
C 3.1175 0.5771 1.6522 -0.65
C 1.7793 0.8869 1.5259 -0.67
C 1.2891 1.4381 0.3429 0.62
C 2.1670 1.6768 -0.7072 -0.32
C 3.5073 1.3590 -0.5663 -1.20
H 4.1791 1.5525 -1.3905 0.29
H 1.7992 2.1119 -1.6210 0.53
N -0.0834 1.7121 0.2811 0.24
C -0.7972 2.3025 -0.7122 0.07
O -0.3195 2.7136 -1.7467 -0.69
C -2.3113 2.3616 -0.4849 0.70
C -2.8163 2.2776 0.9628 -1.73
C -3.0045 0.8492 1.4732 0.19
N -3.8600 0.0709 0.5968 0.15
S -3.5743 -1.5680 0.6567 1.25
O -3.4529 -1.9043 2.0438 -0.73
O -4.5739 -2.2044 -0.1441 -0.74
C -1.9715 -1.8415 -0.1134 -0.27
C -1.8982 -2.0114 -1.4836 -0.60
C -0.6664 -2.1908 -2.0875 -0.78
C 0.4909 -2.2121 -1.3172 0.51
C 0.4023 -2.0874 0.0773 0.13
C -0.8351 -1.8897 0.6732 -0.43
H -0.9316 -1.8306 1.7464 0.56
N 1.5644 -2.2351 0.8305 0.09
C 2.8043 -2.3213 0.2861 0.29
O 3.7955 -2.5248 0.9458 -0.64
C 2.8457 -2.0784 -1.2156 -0.12
H 3.0602 -1.0068 -1.3583 0.09
O 1.6773 -2.4320 -1.9318 -0.50
H 3.6628 -2.6576 -1.6516 0.30
H 1.4827 -2.3188 1.8355 0.28
H -0.5776 -2.3300 -3.1523 0.50
H -2.8087 -2.0200 -2.0601 0.53
C -4.1607 0.6422 -0.6950 -1.12
C -2.9188 1.2355 -1.3548 -0.23
H -3.1684 1.6223 -2.3419 0.47
H -2.1798 0.4428 -1.4916 -0.10
H -4.9322 1.4093 -0.5725 0.34
H -4.5796 -0.1673 -1.2928 0.49
H -3.4680 0.8668 2.4655 0.30
H -2.0460 0.3255 1.5762 -0.09
H -2.1489 2.8220 1.6348 0.52
H -3.7857 2.7762 1.0123 0.39
H -2.6240 3.3274 -0.8941 0.49
H -0.5817 1.4562 1.1196 -0.15
H 1.1024 0.7070 2.3512 0.41
H 3.4854 0.1474 2.5719 0.36
H 6.0137 0.6980 -0.1347 0.36
H 5.5170 -0.6592 0.8898 0.29
H 5.8843 0.9011 1.6179 0.38
```

Computed properties:
- HOMO-LUMO gap: 9.046 eV
- SMILES: Cc1ccc(NC(=O)C2CCN(S(=O)(=O)c3ccc4c(c3)NC(=O)CO4)CC2)cc1
- HOMO level: -8.6 eV
- Electronic energy: -1752.7345 Eh
- F_max: 1.056 eV Å⁻¹
- Net charge: 0
- 2S+1: 1
- Energy relative to the best compared isomer or geometry (same formula, charge and spin): 41.0 kcal/mol


Entry 2:
C21H23N5O2ReSSeSi | ωB97M-V/def2-TZVPD

XYZ file:
```
55
Properties=species:S:1:pos:R:3:mulliken_charge:R:1
Re 0.9126 0.1736 1.1962 1.47
C 0.0147 0.5082 4.8770 -1.37
C -0.4993 -0.6277 4.0635 0.54
C -1.2870 -1.6585 4.5870 -0.63
C -1.7408 -2.6732 3.7663 -0.70
C -1.4358 -2.6935 2.4009 -0.54
C -0.6856 -1.6398 1.9442 0.82
N -0.2264 -0.6533 2.7590 -0.20
N -0.1547 -1.3096 0.6829 -0.20
Si -0.4538 -2.3393 -0.8087 -0.04
C 0.1863 -4.0511 -0.3695 -1.14
C 0.5168 -1.5994 -2.2274 -0.95
C -2.3021 -2.2498 -1.1041 -0.99
H 0.2267 0.1959 5.8972 0.47
H -0.7364 1.2996 4.9221 0.28
H 0.9188 0.9251 4.4342 0.29
H -1.5312 -1.6543 5.6393 0.49
H -2.3457 -3.4653 4.1863 0.47
H -1.7790 -3.4836 1.7531 0.38
H 1.0529 -4.0135 0.2934 0.36
H 0.4983 -4.5647 -1.2806 0.42
H -0.5688 -4.6763 0.1055 0.35
H 0.3290 -0.5386 -2.3863 0.23
H 0.1957 -2.1168 -3.1342 0.49
H 1.5930 -1.7590 -2.1371 0.30
H -2.8869 -2.4935 -0.2172 0.36
H -2.5831 -2.9638 -1.8807 0.42
H -2.6173 -1.2623 -1.4442 0.28
O -3.3159 5.2675 -3.8259 -0.44
C -3.1440 3.9707 -3.5667 0.71
O -3.6100 3.1254 -4.2731 -0.51
C -2.3197 3.5915 -2.3567 0.43
C -2.0139 4.4529 -1.3096 -0.89
C -1.2777 4.0028 -0.2224 -1.13
C -0.8497 2.6833 -0.1905 0.65
S 0.0678 2.1792 1.2638 -0.27
C -1.1618 1.8069 -1.2211 0.32
C -1.8959 2.2652 -2.2982 -0.64
H -2.8084 5.8424 -3.2419 0.30
H -2.3618 5.4778 -1.2974 0.29
H -1.0527 4.6757 0.5939 0.46
H -0.8658 0.7678 -1.1677 -0.09
H -2.1767 1.6055 -3.1087 0.53
Se 4.4148 -2.0562 1.6271 0.41
N 5.2838 -1.5706 0.1764 -0.67
C 4.5595 -0.6940 -0.4979 0.62
C 4.8532 0.0013 -1.7092 -0.56
C 3.9090 0.8735 -2.1732 -0.78
C 2.6704 1.0754 -1.4894 -0.14
N 2.3734 0.4358 -0.3827 -0.12
C 3.3079 -0.4152 0.1002 0.86
N 3.0005 -1.0209 1.2304 -0.50
H 5.7922 -0.1629 -2.2194 0.51
H 4.0771 1.4352 -3.0803 0.45
H 1.9333 1.7683 -1.8779 0.53
```

Computed properties:
- HOMO-LUMO gap (alpha / beta): 6.202 / 6.613 eV
- HOMO level (alpha / beta): -14.3 / -14.7 eV
- Electronic energy: -4405.1845 Eh
- F_max: 1.732 eV Å⁻¹
- Net charge: +2
- 2S+1: 2
- Energy relative to the best compared isomer or geometry (same formula, charge and spin): 7.8 kcal/mol


Entry 3:
C21H23N5O2S2Ta | ωB97M-V/def2-TZVPD

XYZ file:
```
54
Properties=species:S:1:pos:R:3:mulliken_charge:R:1
Ta -0.0901 0.3075 -0.3126 1.20
C 4.4813 0.3020 3.4927 -0.84
S 4.0966 1.2791 2.0248 0.13
C 2.6064 0.6131 1.5462 0.59
S 1.9746 1.3725 0.0541 -0.22
N 1.9783 -0.3399 2.1431 -1.11
N 0.8161 -0.6964 1.4801 0.30
C 0.1949 -1.7030 1.9929 -0.16
C -1.0049 -2.1617 1.3087 0.73
C -1.7690 -3.2205 1.7377 -0.86
C -2.8963 -3.5739 0.9901 -0.28
C -3.2067 -2.8535 -0.1493 -0.85
C -2.3877 -1.8001 -0.5235 0.08
N -1.2998 -1.4563 0.1829 -0.20
H 5.4267 0.7048 3.8513 0.38
H 4.5971 -0.7449 3.2271 0.31
H 3.7096 0.4403 4.2448 0.31
H 0.5764 -2.1848 2.8874 0.50
H -1.4983 -3.7609 2.6350 0.52
H -3.5193 -4.4015 1.3045 0.48
H -4.0724 -3.0926 -0.7510 0.45
H -2.6103 -1.2186 -1.4101 0.42
N 1.3381 -1.2221 -4.0144 -0.01
C 0.0856 -0.8326 -4.4475 -0.62
C -0.5527 -0.3510 -3.3610 -0.27
N 0.3047 -0.4550 -2.2580 -0.08
C 1.4499 -0.9842 -2.7195 -0.22
H 2.0678 -1.6191 -4.5937 0.26
H -0.2203 -0.9256 -5.4758 0.43
H -1.5309 0.0933 -3.2992 0.44
H 2.3348 -1.1899 -2.1386 0.50
C -4.2647 7.2940 -0.4842 -1.56
C -3.4924 6.0232 -0.4588 0.47
C -3.5505 5.1784 0.6596 -0.86
C -2.8415 4.0090 0.7284 0.55
C -2.9552 3.1880 1.9795 -1.31
C -2.0204 3.6462 -0.4134 0.19
C -1.9163 4.5404 -1.5556 0.63
C -1.0217 4.2964 -2.7369 -1.33
C -2.6625 5.6860 -1.5397 -0.75
C -1.3706 2.4363 -0.4301 1.58
O -0.6412 1.8951 -1.4126 -0.49
O -1.3543 1.5188 0.5679 -0.42
H -5.0494 7.3123 0.2677 0.40
H -4.6937 7.4732 -1.4700 0.42
H -3.5801 8.1243 -0.2800 0.35
H -4.1725 5.4665 1.4967 0.39
H -3.5785 3.7120 2.6990 0.45
H -1.9802 3.0147 2.4344 0.27
H -3.4117 2.2167 1.7860 0.28
H -1.4068 3.4928 -3.3673 0.24
H -0.0089 4.0332 -2.4410 0.29
H -0.9755 5.1989 -3.3412 0.46
H -2.5975 6.3681 -2.3780 0.47
```

Computed properties:
- HOMO-LUMO gap: 6.000 eV
- HOMO level: -17.1 eV
- Electronic energy: -2090.8537 Eh
- F_max: 0.643 eV Å⁻¹
- Net charge: +3
- 2S+1: 1
- Energy relative to the best compared isomer or geometry (same formula, charge and spin): 0.0 kcal/mol